1.
C5H9NS | ωB97M-V/def2-TZVPD

Properties
Energy above the lowest of the compared OMol25 structures with the same formula, charge and spin, kJ/mol: 177.1
Charge: 0
E_LUMO, eV: -0.17
E_tot, eV: -17654.3579
SMILES: C/C(N)=C(\C)C=S

```
16
Properties=species:S:1:pos:R:3:forces:R:3
C 0.398539 2.138103 1.175684 -1.0 0.4 -0.3
C 0.447187 0.687370 0.611619 1.2 3.7 0.9
N 1.337576 -0.170281 1.114979 -0.1 1.3 4.6
C -0.426847 0.496843 -0.381885 -3.0 -0.6 -2.8
C -1.281314 1.744500 -0.921919 0.7 0.7 0.3
C -0.753483 -0.845653 -0.842817 0.0 -0.3 0.3
S 0.203912 -2.253880 -0.508334 -2.0 1.4 -1.0
H -0.626711 2.245224 1.568235 0.2 0.0 -0.1
H 1.004440 2.307538 2.049898 0.7 -0.1 0.1
H 0.466471 3.042937 0.452616 0.4 -2.0 0.9
H 1.413858 0.051060 2.249473 0.2 -1.1 -3.9
H 1.089322 -1.121749 0.821110 0.5 -0.6 0.3
H -1.848230 2.413459 -0.175933 0.6 -1.6 -0.7
H -1.989248 1.381899 -1.667103 0.0 0.0 0.1
H -0.657986 2.564636 -1.430695 -0.4 -1.6 0.5
H -1.782044 -0.957924 -1.383209 2.0 0.1 0.8
```
Positions in Å, forces in eV/Å.


2.
C5H7BFNO2 | ωB97M-V/def2-TZVPD

Properties
Energy above the lowest of the compared OMol25 structures with the same formula, charge and spin, kJ/mol: 342.1
Charge: 0
E_LUMO, eV: -0.10
E_tot, eV: -14276.6044
SMILES: C=C/C=C\N=C(\F)B(O)O

```
17
Properties=species:S:1:pos:R:3:forces:R:3
C 0.446355 -0.103713 -1.511242 -1.7 3.2 -0.9
C 1.618336 -0.235320 -0.833554 1.2 1.7 -0.9
C 1.869387 -0.008032 0.539677 -0.7 -0.3 -0.6
C 0.963654 -0.662471 1.368255 1.5 0.0 1.4
N 0.033828 -1.461889 0.873141 -2.5 -0.1 0.0
C -0.876396 -1.037897 0.034645 1.6 -0.5 1.5
F -1.554413 -2.007640 -0.578154 -0.5 -0.1 -0.4
B -1.552187 0.379614 0.294528 0.8 -0.3 -0.1
O -2.460707 0.877285 -0.609798 0.6 -1.6 0.7
O -1.046807 1.018511 1.430955 -0.7 -1.0 -1.4
H -0.217612 0.928938 -1.480318 1.6 -3.0 0.5
H 0.465721 -0.424764 -2.549536 -0.2 -0.2 0.0
H 2.427921 -0.422942 -1.537497 0.4 -0.5 0.5
H 2.840534 0.401919 0.832136 -0.5 -0.5 0.3
H 1.145065 -0.799496 2.472485 0.2 0.2 -1.3
H -2.541559 1.782029 -0.406195 -0.8 2.0 0.0
H -1.561115 1.775869 1.660474 -0.4 1.0 0.4
```
Positions in Å, forces in eV/Å.


3.
C16H14ClF3N4O2S | ωB97M-V/def2-TZVPD

Properties
Charge: 0
E_LUMO, eV: -0.96
E_tot, eV: -58383.6897
SMILES: O=[N+]([O-])c1cc(C(F)(F)F)ccc1NCCNC(=S)Nc1ccc(Cl)cc1

```
41
Properties=species:S:1:pos:R:3:forces:R:3
O -2.073521 1.679507 2.274721 -0.2 0.0 0.0
N -1.274913 1.536757 1.373751 -0.5 -0.2 0.1
O -1.547858 0.916516 0.343777 -0.3 -0.1 -0.1
C 0.028041 2.073745 1.525689 1.1 0.5 0.2
C 0.296354 2.707285 2.742888 0.2 0.1 0.0
C 1.549099 3.199804 3.013131 -0.1 0.0 0.1
C 1.859451 3.893370 4.306163 0.0 0.1 0.1
F 0.866406 3.822620 5.197680 -0.3 -0.1 0.0
F 2.121654 5.202472 4.125090 0.0 0.1 -0.2
F 2.951865 3.380104 4.902483 0.2 -0.2 -0.1
C 2.570532 3.059004 2.061442 -0.3 -0.1 0.1
C 2.321342 2.449879 0.864515 0.1 0.0 0.0
C 1.039942 1.949076 0.528551 -0.4 0.0 0.2
N 0.772735 1.423034 -0.672629 -0.6 -0.2 -0.3
C 1.695320 0.991360 -1.686577 0.3 -0.4 -0.1
C 1.960354 -0.522040 -1.566878 0.4 0.5 -0.2
N 0.748626 -1.281568 -1.739915 -0.5 -0.3 0.1
C 0.273988 -1.593134 -2.963288 0.2 0.0 0.0
S 1.038927 -1.117658 -4.352126 0.2 0.1 -0.6
N -0.849040 -2.350218 -3.062663 -0.1 -0.1 -0.2
C -1.706106 -2.829475 -2.065280 -0.2 -0.2 0.4
C -2.087598 -2.058208 -0.968240 0.0 -0.1 -0.2
C -2.948721 -2.575513 -0.018018 -0.1 -0.2 0.1
C -3.445155 -3.861207 -0.161271 0.2 0.1 -0.2
Cl -4.515360 -4.508218 1.029540 -0.1 -0.1 0.1
C -3.102193 -4.626992 -1.266202 -0.1 0.1 0.1
C -2.239325 -4.110393 -2.211403 0.1 0.2 0.0
H -0.503644 2.786286 3.464400 0.1 0.0 0.0
H 3.556616 3.436074 2.284910 0.1 0.0 0.0
H 3.122401 2.357613 0.151084 0.1 0.0 -0.1
H -0.182089 1.088017 -0.789958 0.4 0.2 0.2
H 2.637467 1.533150 -1.630755 0.0 0.0 -0.1
H 1.243767 1.181413 -2.663407 0.1 0.0 0.1
H 2.383349 -0.754476 -0.588226 0.0 0.0 0.0
H 2.666126 -0.807518 -2.353240 0.0 0.0 0.2
H 0.278347 -1.653032 -0.929107 0.1 0.0 0.0
H -1.016611 -2.694885 -3.999033 0.1 0.2 0.1
H -1.767386 -1.033196 -0.867230 0.0 0.0 0.0
H -3.244003 -1.968098 0.822394 0.0 0.1 0.1
H -3.508076 -5.619148 -1.382733 0.0 -0.1 0.0
H -1.971111 -4.702109 -3.074032 0.1 -0.1 -0.1
```
Positions in Å, forces in eV/Å.


4.
C2H4N2O2 | ωB97M-V/def2-TZVPD

Properties
Energy above the lowest of the compared OMol25 structures with the same formula, charge and spin, kJ/mol: 186.4
Charge: 0
E_LUMO, eV: 0.72
E_tot, eV: -9213.2908
SMILES: NN(C=O)C=O

```
10
Properties=species:S:1:pos:R:3:forces:R:3
N 0.885421 -0.917118 0.662962 -0.8 0.1 0.0
N 0.019276 -0.037538 -0.042940 0.4 -0.4 0.0
C -1.306472 -0.389877 -0.173887 -0.2 0.1 0.2
O -1.797289 -1.342968 0.380829 0.2 0.2 -0.1
C 0.584055 1.049346 -0.673809 0.2 -0.1 0.3
O 1.729671 1.397137 -0.508741 -0.5 -0.2 -0.1
H 0.310133 -1.310815 1.411738 0.2 0.0 -0.2
H 1.598393 -0.315165 1.048059 0.3 0.1 0.2
H -1.883101 0.325573 -0.784290 0.2 -0.1 0.0
H -0.140086 1.541426 -1.319921 -0.1 0.3 -0.2
```
Positions in Å, forces in eV/Å.


5.
C50H80F4O22S4 | ωB97M-V/def2-TZVPD

Properties
Charge: 0
E_LUMO, eV: 0.18
E_tot, eV: -152396.0598

```
160
Properties=species:S:1:pos:R:3:forces:R:3
F -1.675266 -0.509203 -1.410924 0.4 0.3 0.5
C -0.652635 -0.646021 -0.517848 0.7 1.1 0.6
C 0.290638 0.375101 -0.320515 0.2 -0.1 -0.2
C 1.426079 0.139966 0.488134 -1.3 -0.6 -0.4
C 1.539060 -1.066953 1.135546 -0.6 -0.6 0.1
C 0.527223 -2.057894 1.000393 1.1 1.1 0.4
C -0.594541 -1.797670 0.233047 0.3 -0.9 -0.2
H 0.151435 1.361611 -0.737415 -0.1 -0.1 -0.5
H 2.260425 0.813143 0.618917 -0.4 0.6 -0.2
H 2.402051 -1.129040 1.781927 0.1 -0.8 0.1
H 0.660975 -3.012879 1.486726 -0.2 -0.1 0.2
H -1.376888 -2.539645 0.171407 -0.2 -0.1 -0.2
F 2.810527 0.673264 3.801305 0.1 -0.7 -0.5
C 2.502540 1.728608 4.534216 -1.0 1.6 1.7
C 1.282078 1.785436 5.230039 -0.3 0.1 -0.1
C 0.933232 2.895381 6.015951 1.7 -1.1 -0.2
C 1.911287 3.884560 6.172709 -0.9 0.9 0.4
C 3.112293 3.882957 5.521870 0.0 -1.9 -1.6
C 3.404349 2.756729 4.678884 0.5 1.1 0.6
H 0.613127 0.939626 5.170615 -0.2 -0.1 -0.1
H 0.041129 2.878646 6.624439 -0.2 0.1 -0.2
H 1.743699 4.740807 6.809226 -0.4 0.0 0.2
H 3.753992 4.747846 5.603128 0.3 -0.3 0.0
H 4.375388 2.632037 4.222889 0.1 0.2 -0.1
F -4.794362 2.980523 0.873373 -0.3 -0.2 0.1
C -3.634466 3.076506 1.532882 1.8 1.5 0.9
C -3.297174 4.271587 2.207419 0.2 -1.1 0.0
C -2.039893 4.379266 2.829413 -0.8 0.2 -1.2
C -1.080857 3.364720 2.709015 -0.3 0.9 0.1
C -1.390815 2.226540 2.020432 -1.3 -0.1 0.3
C -2.690724 2.080955 1.474290 0.6 -1.0 -0.1
H -4.028027 5.065838 2.244843 0.1 0.2 0.0
H -1.821677 5.358329 3.229681 0.3 -0.1 0.4
H -0.083164 3.448568 3.113964 0.0 0.3 0.2
H -0.649158 1.442891 2.067584 -0.2 -0.4 -0.6
H -2.969880 1.132732 1.039156 0.0 -0.1 -0.4
F -0.907691 -9.393351 1.234708 -0.2 0.4 -0.9
C -1.332836 -8.287018 0.531905 -0.3 0.3 1.1
C -0.496062 -7.184242 0.518050 -0.1 -0.5 -0.1
C -1.000344 -5.972311 0.063725 0.0 0.1 -0.2
C -2.241156 -5.911790 -0.527841 -1.4 -1.0 0.4
C -3.081279 -7.064050 -0.527704 0.9 1.0 -0.2
C -2.661298 -8.226101 0.087383 1.1 -0.5 -0.4
H 0.533189 -7.274426 0.832539 -0.1 0.0 0.4
H -0.434187 -5.064708 0.212482 0.3 0.0 -0.2
H -2.655692 -4.980095 -0.883497 0.1 0.1 -0.1
H -4.033548 -7.026151 -1.035771 -0.2 0.0 0.2
H -3.252650 -9.129716 0.100748 -0.2 0.0 0.1
C 3.116704 -3.767392 3.664757 -1.3 -0.1 0.9
S 1.634617 -4.871608 4.051744 0.7 0.0 -1.6
O 0.917408 -4.905695 2.695420 0.8 -0.2 1.6
C 2.474448 -6.511094 4.285229 -0.4 0.0 -0.3
H 3.270256 -3.836095 2.587820 0.3 -0.2 0.2
H 3.970948 -3.859408 4.335507 0.1 -0.7 -0.3
H 2.744918 -2.776814 3.926741 -0.2 0.1 -0.4
H 3.245962 -6.666897 3.531183 0.0 0.1 0.1
H 1.719467 -7.291096 4.186781 -0.3 0.2 -0.4
H 2.845326 -6.701346 5.292378 0.3 0.7 0.1
C -1.598316 -2.140463 5.962649 0.1 -0.5 -0.8
S -3.070050 -1.368139 5.183214 0.9 1.4 0.2
O -3.253983 -0.069624 5.939976 0.0 -1.1 -0.6
C -2.203370 -0.889695 3.592955 0.0 -0.6 0.7
H -0.763340 -1.446002 6.055568 -0.4 0.5 0.5
H -1.163834 -2.897392 5.309673 -0.4 -0.3 -0.3
H -1.892825 -2.648244 6.881081 0.0 0.4 0.1
H -2.596574 0.051582 3.208923 -0.1 -0.1 0.4
H -2.298010 -1.652458 2.820070 -0.1 -0.2 0.1
H -1.154405 -0.821277 3.881194 0.0 0.4 -0.3
C -1.228787 3.962843 -3.694625 0.0 0.9 0.3
S -1.667273 3.325372 -2.051019 -0.6 0.5 0.9
O -1.586774 4.499786 -1.061737 -0.7 -1.5 -1.8
C -3.467607 2.866327 -2.375750 -0.2 1.1 -0.4
H -1.245440 3.203626 -4.476561 -0.2 -0.1 0.2
H -0.231060 4.392733 -3.606250 0.3 -0.6 0.2
H -1.808021 4.854910 -3.932944 -0.6 -0.3 -0.1
H -4.024690 3.769616 -2.624408 0.3 0.5 0.2
H -4.012563 2.439617 -1.533701 0.7 -0.2 0.3
H -3.656006 2.261597 -3.262828 0.8 -0.4 0.0
C 5.298187 -1.132725 -0.302873 -0.6 -0.7 -0.7
S 5.972484 -1.413288 1.392961 -1.4 -0.5 0.3
O 4.840125 -1.371674 2.430935 1.5 -0.2 -1.8
C 6.442084 -3.157158 1.018343 0.4 -0.7 0.3
H 4.448255 -1.769800 -0.547502 -0.4 -0.2 0.8
H 5.984806 -1.502647 -1.064327 0.7 0.4 0.3
H 4.972402 -0.131549 -0.585033 0.4 0.2 0.7
H 6.973789 -3.658298 1.827200 0.1 0.7 0.6
H 7.171349 -3.182796 0.208640 -0.2 0.4 -0.2
H 5.667714 -3.894398 0.806380 -0.6 0.7 -0.3
C 1.380935 2.814139 -6.468885 0.2 -1.2 -0.9
O 1.473874 2.648461 -5.040614 -0.3 0.4 -0.4
C 2.260981 1.700150 -4.537141 2.5 -1.6 -0.1
O 2.999920 0.908457 -5.163626 -2.4 2.2 1.7
O 2.181389 1.813979 -3.170630 0.6 0.6 -1.7
C 2.994325 0.975647 -2.332577 -0.6 -0.9 0.2
H 0.725277 3.621364 -6.795416 0.1 0.3 1.0
H 0.950475 1.924471 -6.928545 -0.1 -0.3 0.3
H 2.340539 2.928471 -6.973063 0.2 0.2 0.5
H 2.293381 0.160176 -2.154308 0.7 -0.5 0.4
H 3.257369 1.446198 -1.385218 -0.7 0.7 -0.2
H 3.973880 0.641363 -2.674387 -0.3 0.1 -1.0
C -3.344435 1.364188 -7.890541 -0.1 -1.2 -1.5
O -2.628870 1.324544 -6.693410 0.6 -1.0 2.2
C -2.017991 0.161008 -6.310098 2.1 -2.2 -2.6
O -1.877659 -0.887441 -7.018469 -1.2 3.9 2.9
O -1.332109 0.436187 -5.172689 -0.9 -0.5 0.4
C -0.497630 -0.576254 -4.489831 -0.2 0.1 -0.9
H -3.850006 0.415091 -8.068639 -0.2 0.0 0.1
H -2.625159 1.441835 -8.705838 -0.1 0.3 -0.2
H -4.082739 2.165469 -7.921537 0.4 0.1 0.4
H 0.072472 -1.073894 -5.274328 0.2 0.0 0.3
H -1.003888 -1.316095 -3.869809 -0.9 0.1 -0.6
H 0.104429 -0.057037 -3.744154 0.2 0.5 -0.6
C 4.607373 2.494172 1.524267 -0.5 -0.8 0.9
O 4.989653 2.151822 0.204163 -1.3 -0.5 0.2
C 6.222111 2.298630 -0.149911 2.3 2.0 -1.6
O 7.128012 2.825456 0.479914 -1.1 -1.3 -0.8
O 6.256019 1.976187 -1.498427 -0.9 0.2 1.2
C 7.458798 2.171659 -2.214716 0.8 -1.1 0.5
H 3.524836 2.375764 1.571103 0.0 0.5 -0.3
H 4.923843 3.485107 1.849849 0.1 -0.1 -0.2
H 4.934613 1.694746 2.189045 0.5 0.2 0.2
H 8.040107 1.287946 -1.951588 0.8 0.4 0.0
H 7.953606 3.108571 -1.958882 0.0 -0.2 0.0
H 7.302426 2.061165 -3.287764 -0.6 0.4 0.1
C 5.318034 4.882122 -1.602493 1.2 1.5 -1.1
O 4.051269 4.308515 -1.535029 3.0 -2.0 -1.5
C 3.110270 4.974167 -1.045912 -4.4 2.9 3.2
O 3.009640 6.137361 -0.644807 1.4 -1.5 -1.1
O 2.095956 4.115683 -0.899434 -0.6 -0.4 1.2
C 1.104384 4.489034 0.105805 -0.8 0.1 -1.3
H 5.215427 5.895481 -1.990654 0.1 0.1 0.1
H 5.919303 4.331757 -2.326151 -0.3 -0.1 0.2
H 5.866396 4.951589 -0.663040 -0.4 -0.3 0.3
H 0.360593 3.696630 0.022377 0.1 0.2 0.2
H 0.649158 5.426431 -0.213803 -0.1 -0.2 0.2
H 1.418306 4.583861 1.145308 0.8 -0.1 -0.2
C -8.566652 0.504694 -2.984099 -1.8 1.2 0.7
O -7.220904 0.656672 -3.359523 0.1 -0.5 -0.4
C -6.428735 -0.402532 -3.177298 1.4 1.2 0.5
O -6.710057 -1.429503 -2.655730 -0.7 -1.4 0.3
O -5.195382 -0.035395 -3.541532 0.4 -0.1 0.2
C -4.075137 -0.949731 -3.315207 -0.6 0.0 -0.1
H -8.787893 1.162571 -2.143656 0.5 0.1 0.4
H -8.959292 -0.461979 -2.668711 0.8 -0.3 -0.5
H -9.202925 0.957023 -3.744784 0.2 -0.5 -0.5
H -4.115824 -1.684904 -4.118918 0.5 0.2 -0.2
H -4.072346 -1.523887 -2.388684 -0.7 0.3 0.3
H -3.197391 -0.305338 -3.265974 -0.1 -0.2 -0.5
C -6.231140 -1.033469 0.731000 -0.1 -0.5 -0.3
O -5.890467 -1.928723 1.817002 -1.2 2.1 -0.5
C -4.906572 -2.763887 1.680725 2.1 0.5 -4.1
O -4.180150 -2.920731 0.667375 -1.7 0.3 2.3
O -4.820269 -3.368995 2.797197 -0.8 0.1 2.3
C -4.082811 -4.530562 2.905963 0.9 -0.4 0.0
H -7.174185 -0.562406 1.008252 0.0 -0.3 0.0
H -6.320597 -1.629201 -0.177404 -0.1 0.2 0.0
H -5.521214 -0.226358 0.550254 0.4 -0.2 0.3
H -4.523476 -5.220086 2.185919 0.5 -0.6 0.3
H -4.169700 -4.808548 3.956330 -0.1 -0.4 -0.3
H -3.042537 -4.282904 2.694825 0.2 -0.5 -0.2
```
Positions in Å, forces in eV/Å.


Which formula does entry 3 have? C16H14ClF3N4O2S


Copy entry 3 word for word.
C16H14ClF3N4O2S | ωB97M-V/def2-TZVPD

Properties
Charge: 0
E_LUMO, eV: -0.96
E_tot, eV: -58383.6897
SMILES: O=[N+]([O-])c1cc(C(F)(F)F)ccc1NCCNC(=S)Nc1ccc(Cl)cc1

```
41
Properties=species:S:1:pos:R:3:forces:R:3
O -2.073521 1.679507 2.274721 -0.2 0.0 0.0
N -1.274913 1.536757 1.373751 -0.5 -0.2 0.1
O -1.547858 0.916516 0.343777 -0.3 -0.1 -0.1
C 0.028041 2.073745 1.525689 1.1 0.5 0.2
C 0.296354 2.707285 2.742888 0.2 0.1 0.0
C 1.549099 3.199804 3.013131 -0.1 0.0 0.1
C 1.859451 3.893370 4.306163 0.0 0.1 0.1
F 0.866406 3.822620 5.197680 -0.3 -0.1 0.0
F 2.121654 5.202472 4.125090 0.0 0.1 -0.2
F 2.951865 3.380104 4.902483 0.2 -0.2 -0.1
C 2.570532 3.059004 2.061442 -0.3 -0.1 0.1
C 2.321342 2.449879 0.864515 0.1 0.0 0.0
C 1.039942 1.949076 0.528551 -0.4 0.0 0.2
N 0.772735 1.423034 -0.672629 -0.6 -0.2 -0.3
C 1.695320 0.991360 -1.686577 0.3 -0.4 -0.1
C 1.960354 -0.522040 -1.566878 0.4 0.5 -0.2
N 0.748626 -1.281568 -1.739915 -0.5 -0.3 0.1
C 0.273988 -1.593134 -2.963288 0.2 0.0 0.0
S 1.038927 -1.117658 -4.352126 0.2 0.1 -0.6
N -0.849040 -2.350218 -3.062663 -0.1 -0.1 -0.2
C -1.706106 -2.829475 -2.065280 -0.2 -0.2 0.4
C -2.087598 -2.058208 -0.968240 0.0 -0.1 -0.2
C -2.948721 -2.575513 -0.018018 -0.1 -0.2 0.1
C -3.445155 -3.861207 -0.161271 0.2 0.1 -0.2
Cl -4.515360 -4.508218 1.029540 -0.1 -0.1 0.1
C -3.102193 -4.626992 -1.266202 -0.1 0.1 0.1
C -2.239325 -4.110393 -2.211403 0.1 0.2 0.0
H -0.503644 2.786286 3.464400 0.1 0.0 0.0
H 3.556616 3.436074 2.284910 0.1 0.0 0.0
H 3.122401 2.357613 0.151084 0.1 0.0 -0.1
H -0.182089 1.088017 -0.789958 0.4 0.2 0.2
H 2.637467 1.533150 -1.630755 0.0 0.0 -0.1
H 1.243767 1.181413 -2.663407 0.1 0.0 0.1
H 2.383349 -0.754476 -0.588226 0.0 0.0 0.0
H 2.666126 -0.807518 -2.353240 0.0 0.0 0.2
H 0.278347 -1.653032 -0.929107 0.1 0.0 0.0
H -1.016611 -2.694885 -3.999033 0.1 0.2 0.1
H -1.767386 -1.033196 -0.867230 0.0 0.0 0.0
H -3.244003 -1.968098 0.822394 0.0 0.1 0.1
H -3.508076 -5.619148 -1.382733 0.0 -0.1 0.0
H -1.971111 -4.702109 -3.074032 0.1 -0.1 -0.1
```
Positions in Å, forces in eV/Å.


Which value of E_tot does entry 2 give? -14276.6044 eV